1.
Molecular formula: C3H3ClI2O
Method: DFT, ωB97M-V/def2-TZVPD

Structure (XYZ):
```
10
Properties=species:S:1:pos:R:3:forces:R:3
C -1.135 -1.162 0.329 0.05 3.19 -0.53
C 1.125 0.506 0.171 3.48 1.17 2.15
C -0.286 0.336 -0.258 -2.61 -1.52 0.52
O -2.166 -1.157 0.926 1.82 -0.29 -0.85
Cl -0.276 -2.504 -0.299 0.12 -0.83 0.21
I -0.489 0.259 -2.434 0.15 0.07 0.67
I -1.640 1.925 0.500 0.91 -0.56 -0.31
H 1.645 1.505 -0.109 -1.54 -1.28 0.18
H 1.950 -0.195 -0.156 -1.60 0.03 -0.20
H 1.271 0.487 1.330 -0.78 0.02 -1.83
```
Forces are in eV/Å.

HOMO-LUMO gap ... 8.84 eV
HOMO level ... -9.4 eV
Net charge ... 0
LUMO energy ... -0.515 eV

2.
Molecular formula: C3H3ClIN3
Method: DFT, ωB97M-V/def2-TZVPD

Structure (XYZ):
```
11
Properties=species:S:1:pos:R:3:forces:R:3
C 2.437 0.912 0.013 0.95 -0.76 -0.34
C 1.246 0.603 -0.465 1.79 -0.64 2.07
C -1.964 -0.821 -0.215 -2.73 -1.40 -2.98
N -0.820 0.266 1.654 -1.24 -0.69 -0.16
N 0.149 0.217 -0.589 -2.27 -0.44 -3.67
N -1.041 -0.132 0.606 1.55 1.58 2.25
Cl 2.685 2.525 0.424 0.55 1.23 0.32
I 4.096 -0.431 -0.009 -0.90 0.60 -0.04
H -2.412 -0.186 -1.112 2.02 -1.19 1.67
H -1.457 -1.779 -0.497 -0.26 1.20 -0.46
H -2.919 -1.175 0.190 0.53 0.50 1.35
```
Forces are in eV/Å.

HOMO-LUMO gap ... 7.54 eV
HOMO level ... -7.5 eV
Net charge ... 0
LUMO energy ... 0.065 eV

3.
Molecular formula: C3H3ClN2
Method: DFT, ωB97M-V/def2-TZVPD

Structure (XYZ):
```
9
Properties=species:S:1:pos:R:3:forces:R:3
C -0.401 -1.655 -0.373 -1.20 1.27 -2.57
C 0.006 -0.409 0.230 4.99 -3.80 -0.25
C 2.075 -1.296 -0.840 -1.38 3.04 2.20
N -0.371 -1.720 0.867 -0.66 0.21 0.87
N 1.628 -0.376 0.085 -3.69 -2.59 -2.19
Cl 3.667 -0.736 -1.058 2.19 -0.60 -0.77
H -0.770 -1.981 -1.389 0.70 -0.46 1.73
H -0.519 0.472 0.187 -0.92 1.97 0.51
H 2.306 0.132 0.609 -0.03 0.97 0.48
```
Forces are in eV/Å.

HOMO-LUMO gap ... 10.31 eV
HOMO level ... -9.5 eV
Net charge ... 0
LUMO energy ... 0.826 eV

4.
Molecular formula: C3H3ClN2O
Method: DFT, ωB97M-V/def2-TZVPD

Structure (XYZ):
```
10
Properties=species:S:1:pos:R:3:forces:R:3
C -0.416 0.231 -0.106 2.99 -3.18 -0.90
C 1.253 -1.071 -0.612 -4.49 3.03 -0.76
C -0.667 0.861 1.191 -2.88 -0.11 -1.19
N -0.889 0.170 -1.241 -0.25 0.73 1.02
N 0.993 -1.196 -1.820 0.30 -0.24 0.68
O -0.262 -0.484 -2.208 0.64 -0.55 -0.59
Cl 2.335 -1.666 0.440 1.29 -0.66 0.72
H -0.051 1.705 1.179 0.85 1.49 0.55
H -1.761 1.183 1.095 1.38 -0.15 0.59
H -0.535 0.267 2.083 0.18 -0.37 -0.12
```
Forces are in eV/Å.

HOMO-LUMO gap ... 10.15 eV
HOMO level ... -9.5 eV
Net charge ... 0
LUMO energy ... 0.618 eV

5.
Molecular formula: C3H3ClN2O
Method: DFT, ωB97M-V/def2-TZVPD

Structure (XYZ):
```
10
Properties=species:S:1:pos:R:3:forces:R:3
O -0.098 2.038 -0.001 1.12 -0.35 -0.01
C 0.072 0.704 -0.006 -0.13 -0.09 0.09
N 1.302 0.164 0.000 0.25 0.30 -0.05
N 1.273 -1.187 -0.004 -0.30 -0.17 0.02
C -0.015 -1.497 -0.005 0.20 -0.74 0.10
C -0.819 -0.349 0.001 -0.02 0.37 -0.07
Cl -2.538 -0.207 -0.002 0.23 0.03 0.00
H -1.024 2.220 -0.003 -1.13 0.26 0.00
H 2.189 0.659 0.005 -0.46 -0.25 -0.02
H -0.343 -2.545 0.015 0.26 0.65 -0.06
```
Forces are in eV/Å.

HOMO-LUMO gap ... 9.46 eV
HOMO level ... -8.9 eV
Net charge ... 0
SMILES ... Oc1[nH]ncc1Cl
LUMO energy ... 0.606 eV

6.
Molecular formula: C3H3ClN2O
Method: DFT, ωB97M-V/def2-TZVPD

Structure (XYZ):
```
10
Properties=species:S:1:pos:R:3:forces:R:3
C -0.487 0.803 -2.093 1.38 -0.58 0.91
C -2.415 0.261 -1.178 1.23 -1.51 2.34
C -0.565 0.106 0.008 -2.01 0.34 2.11
N -1.755 0.761 -2.106 -2.25 1.98 -2.86
N -0.237 -0.220 1.268 1.17 -0.09 -0.96
O 0.216 0.379 -0.966 1.76 -1.63 1.46
Cl -3.653 1.023 -0.381 -2.28 0.58 0.23
H 0.200 0.896 -2.833 1.32 0.63 -2.45
H -0.987 -0.039 1.925 0.15 -0.60 -0.25
H 0.626 -0.658 1.653 -0.47 0.87 -0.54
```
Forces are in eV/Å.

HOMO-LUMO gap (alpha / beta) ... 5.77 / 8.02 eV
2S+1 ... 3
HOMO level (alpha / beta) ... -5.1 / -8.8 eV
Net charge ... 0
LUMO energy (alpha / beta) ... 0.705 / -0.765 eV

7.
Molecular formula: C3H3ClN2O2
Method: DFT, ωB97M-V/def2-TZVPD

Structure (XYZ):
```
11
Properties=species:S:1:pos:R:3:forces:R:3
C 0.038 -0.232 -0.022 -0.91 0.67 -0.01
C 1.346 0.382 -0.009 -0.26 -0.99 0.02
C -1.126 0.705 0.004 -0.29 -0.06 0.04
N -0.153 -1.522 -0.024 0.66 -1.28 -0.05
N 2.321 1.010 0.014 -1.59 -0.98 -0.02
O 3.313 1.644 0.037 1.15 0.71 0.02
O 0.629 -2.435 -0.019 -0.25 0.52 0.01
Cl -2.113 -2.365 -0.035 1.49 1.32 0.02
H -2.012 0.191 -0.357 -0.05 0.09 0.01
H -1.311 1.042 1.025 0.00 0.03 0.01
H -0.933 1.580 -0.613 0.07 -0.04 -0.04
```
Forces are in eV/Å.

HOMO-LUMO gap (alpha / beta) ... 7.36 / 7.36 eV
HOMO level (alpha / beta) ... -9.6 / -9.6 eV
Net charge ... 0
LUMO energy (alpha / beta) ... -2.265 / -2.263 eV

8.
Molecular formula: C3H3ClN2OS2
Method: DFT, ωB97M-V/def2-TZVPD

Structure (XYZ):
```
12
Properties=species:S:1:pos:R:3:forces:R:3
C 1.292 0.814 0.374 -1.08 0.91 1.12
C 0.931 0.005 -0.823 0.76 1.39 1.98
C -2.506 -0.913 0.601 -0.66 0.17 3.19
N 0.810 1.511 1.200 1.73 -2.62 -2.86
N 1.979 -0.067 -1.602 1.51 -0.82 -2.01
O -0.162 -0.435 -0.956 -1.39 -0.86 -0.80
S -3.064 0.410 1.286 -0.31 0.15 -0.17
S 0.300 2.325 2.356 -1.18 1.99 2.50
Cl -2.363 -2.402 1.574 0.00 0.42 -1.01
H -2.017 -0.867 -0.306 0.70 -0.78 -1.84
H 2.876 0.241 -1.256 -0.21 -0.06 -0.22
H 1.922 -0.622 -2.446 0.13 0.12 0.11
```
Forces are in eV/Å.

HOMO-LUMO gap ... 8.48 eV
HOMO level ... -8.9 eV
Net charge ... 0
LUMO energy ... -0.414 eV

9.
Molecular formula: C3H3ClN2S
Method: DFT, ωB97M-V/def2-TZVPD

Structure (XYZ):
```
10
Properties=species:S:1:pos:R:3:forces:R:3
C 1.457 -0.421 1.715 0.99 0.31 1.46
C 0.322 -0.637 -0.260 -2.74 -0.10 -1.10
C 1.125 0.293 0.538 -1.11 -1.82 -1.05
N 1.639 -0.800 2.775 0.19 -0.61 0.49
N -0.520 -1.269 -0.759 1.33 1.19 0.54
S -2.109 1.760 -1.340 0.94 2.20 0.96
Cl -2.757 0.064 -2.080 0.33 -2.54 -0.08
H 0.512 1.105 0.791 -1.29 1.21 0.30
H 1.868 0.679 -0.074 2.02 0.53 -0.79
H -1.537 -0.776 -1.306 -0.67 -0.38 -0.73
```
Forces are in eV/Å.

HOMO-LUMO gap ... 6.58 eV
HOMO level ... -7.6 eV
Net charge ... 0
LUMO energy ... -1.039 eV

10.
Molecular formula: C3H3ClNO
Method: DFT, ωB97M-V/def2-TZVPD

Structure (XYZ):
```
9
Properties=species:S:1:pos:R:3:forces:R:3
C -0.118 -0.516 -0.282 2.75 -0.52 0.11
C -0.474 0.773 -0.585 -2.46 0.79 -0.49
C 1.137 0.073 0.572 0.58 -2.53 -2.86
N 0.624 1.276 0.041 3.39 9.37 -3.48
O 1.361 2.632 -0.248 -4.28 -7.83 1.86
Cl 2.719 -0.442 -0.068 -1.37 0.55 0.87
H -0.107 -1.584 -0.654 -0.82 1.42 0.35
H -1.359 1.322 -1.090 1.92 -0.90 0.82
H 0.943 0.018 1.574 0.29 -0.35 2.82
```
Forces are in eV/Å.

HOMO-LUMO gap (alpha / beta) ... 7.46 / 7.46 eV
HOMO level (alpha / beta) ... -16.3 / -16.3 eV
Net charge ... +1
LUMO energy (alpha / beta) ... -8.874 / -8.874 eV

What are the relative energy (zero: lowest compared OMol25 entry of this formula, charge and spin) values for these records? In order: 15.66; 90.73; 111.64; 121.59; 10.72; 23.94; 149.91; 23.51; 88.69; 120.44 kcal/mol.
What are the F_max values for these records? In order: 4.25; 4.33; 6.28; 5.47; 1.18; 4.14; 1.99; 4.25; 2.95; 10.55 eV Å⁻¹.
What are the energy values for these records? In order: -33929.48620; -28247.47848; -18657.14745; -20704.26633; -20709.07433; -20702.82686; -22750.79102; -42377.50855; -29493.47400; -19204.16996 eV.